Record 1
C3H6N4O | ωB97M-V with the def2-TZVPD basis set

The HOMO energy is -7.618 eV. The HOMO-LUMO gap is 8.46 eV. Its SMILES is [H]/N=c1\occ(N)n1N. As for the largest force on an atom: 0.0712 hartree/bohr. For the relative energy (zero: lowest compared OMol25 entry of this formula, charge and spin), the calculation gives 2.782 eV. The energy is -412.10669 Eh.

The geometry in ORCA input format:
```
! wB97M-V def2-TZVPD RIJCOSX def2/J DEFGRID3
* xyz 0 1
H 0.28 3.10 0.12
N 0.74 2.29 -0.19
C 0.16 1.30 0.25
O -0.87 1.20 1.10
C -1.27 -0.16 1.17
C -0.45 -0.84 0.35
N -0.55 -2.18 -0.10
N 0.47 0.02 -0.11
N 1.44 -0.09 -1.17
H -1.90 -0.60 1.88
H -0.22 -2.19 -1.17
H -1.37 -2.67 0.28
H 2.30 0.09 -0.68
H 1.23 0.73 -1.74
*
```

---

Record 2
CH2NO2S | ωB97M-V with the def2-TZVPD basis set

The HOMO energy (spin up / spin down) is -1.570 / -3.815 eV. The HOMO-LUMO gap (spin up / spin down) is 5.61 / 6.57 eV. As for the largest force on an atom: 0.0582 hartree/bohr. For the relative energy (zero: lowest compared OMol25 entry of this formula, charge and spin), the calculation gives 0.000 eV. The energy is -642.68471 Eh.

The geometry in ORCA input format:
```
! wB97M-V def2-TZVPD RIJCOSX def2/J DEFGRID3
* xyz -1 3
C -1.54 -2.87 0.54
N -1.38 -2.50 -0.57
O -1.69 -3.42 1.59
O 0.79 0.41 0.25
S -0.66 -1.45 -2.01
H 1.63 0.75 -0.23
H 0.26 -0.10 -0.46
*
```

---

Record 3
C3H8S | ωB97M-V with the def2-TZVPD basis set

The HOMO energy is -8.746 eV. The HOMO-LUMO gap is 9.52 eV. Its SMILES is CCSC. As for the largest force on an atom: 0.0946 hartree/bohr. For the relative energy (zero: lowest compared OMol25 entry of this formula, charge and spin), the calculation gives 2.689 eV. The energy is -517.18177 Eh.

The geometry in ORCA input format:
```
! wB97M-V def2-TZVPD RIJCOSX def2/J DEFGRID3
* xyz 0 1
C -1.40 0.00 -0.35
C -0.46 -1.14 0.28
S 1.34 -1.23 -0.30
C 1.68 0.73 0.01
H -0.73 1.06 -0.35
H -2.37 0.34 0.26
H -1.90 -0.21 -1.37
H -0.96 -2.14 0.29
H -0.51 -0.78 1.27
H 2.04 0.90 1.14
H 0.65 1.52 -0.29
H 2.60 0.95 -0.59
*
```

---

Record 4
C15H14N2O3PtS3 | ωB97M-V with the def2-TZVPD basis set

The HOMO energy (spin up / spin down) is -7.592 / -7.591 eV. The HOMO-LUMO gap (spin up / spin down) is 6.82 / 6.82 eV. As for the largest force on an atom: 0.0680 hartree/bohr. For the relative energy (zero: lowest compared OMol25 entry of this formula, charge and spin), the calculation gives 2.163 eV. The energy is -2229.07999 Eh.

The geometry in ORCA input format:
```
! wB97M-V def2-TZVPD RIJCOSX def2/J DEFGRID3
* xyz 0 1
Pt 0.71 -0.41 0.01
O -2.50 -1.48 2.32
C -1.44 -1.49 1.74
O -0.49 -0.64 1.89
C -1.10 -2.66 0.80
C -1.64 -3.92 1.04
C -1.18 -4.99 0.29
C -0.24 -4.76 -0.70
C 0.20 -3.47 -0.91
N -0.21 -2.44 -0.17
H -2.37 -4.03 1.82
H -1.54 -5.99 0.49
H 0.16 -5.57 -1.30
H 0.92 -3.22 -1.68
S 2.36 -0.47 -1.92
C 1.24 0.69 -2.43
N 0.18 0.91 -1.68
C -0.64 1.88 -2.17
C -1.83 2.33 -1.61
C -2.55 3.31 -2.27
C -2.09 3.85 -3.46
C -0.90 3.43 -4.03
C -0.19 2.44 -3.38
S 1.32 1.68 -3.87
H -2.18 1.90 -0.68
H -3.49 3.65 -1.86
H -2.67 4.62 -3.96
H -0.53 3.85 -4.95
C 2.55 2.43 3.46
S 1.33 1.24 2.73
C 2.08 -0.25 3.49
O 1.78 1.20 1.30
H 2.40 2.49 4.53
H 2.36 3.40 3.01
H 3.55 2.11 3.22
H 2.00 -0.19 4.57
H 3.12 -0.32 3.18
H 1.52 -1.09 3.12
*
```

---

Record 5
C3H6O4P2 | ωB97M-V with the def2-TZVPD basis set

The HOMO energy is -8.209 eV. The HOMO-LUMO gap is 7.73 eV. As for the largest force on an atom: 0.2087 hartree/bohr. For the relative energy (zero: lowest compared OMol25 entry of this formula, charge and spin), the calculation gives 0.285 eV. The energy is -1101.54420 Eh.

The geometry in ORCA input format:
```
! wB97M-V def2-TZVPD RIJCOSX def2/J DEFGRID3
* xyz 0 1
O 0.77 -0.82 2.09
O 0.88 1.30 -1.45
O -1.75 0.96 -0.60
O -0.42 -1.16 -1.75
P -0.51 0.52 -1.61
C 1.33 1.00 -0.09
C -1.39 0.64 0.85
C 0.09 -1.71 -0.51
P 0.24 -0.27 0.80
H 1.23 1.93 0.48
H 2.34 0.68 -0.11
H -2.18 0.06 1.30
H -1.19 1.50 1.46
H -0.52 -2.47 -0.17
H 1.06 -2.17 -0.69
*
```

---

Record 6
H80O40 | ωB97M-V with the def2-TZVPD basis set

The HOMO energy is -10.009 eV. The HOMO-LUMO gap is 9.30 eV. As for the largest force on an atom: 0.1900 hartree/bohr. For the relative energy (zero: lowest compared OMol25 entry of this formula, charge and spin), the calculation gives 12.744 eV. The energy is -3057.28900 Eh.

The geometry in ORCA input format:
```
! wB97M-V def2-TZVPD RIJCOSX def2/J DEFGRID3
* xyz 0 1
H 2.81 3.64 2.38
H 3.29 4.81 3.26
O 2.83 3.87 3.33
H -4.27 3.00 -0.60
H -3.47 3.70 -1.93
O -4.05 3.82 -1.20
H 2.97 -0.33 -0.63
H 3.23 -0.26 0.83
O 2.46 -0.26 0.25
H 1.55 4.53 0.40
H 1.15 4.47 1.89
O 0.77 4.46 1.08
H 2.32 -5.18 -1.70
H 3.42 -5.54 -0.60
O 2.56 -5.21 -0.67
H 1.64 0.80 -2.76
O 2.27 1.16 -2.12
H -0.09 -0.39 5.11
O 0.32 -0.77 4.34
H -5.94 1.73 2.00
H -4.41 1.62 2.10
O -5.01 2.19 1.87
H 3.33 2.82 -1.50
H 2.23 3.40 -2.49
O 2.76 3.63 -1.77
H 1.15 -2.85 -5.83
H 0.64 -1.42 -6.53
O 1.24 -2.25 -6.52
H 1.18 2.40 4.71
H 1.87 1.89 6.08
O 1.75 2.59 5.60
H 2.12 -4.13 4.12
O 1.61 -3.96 3.38
H 6.11 1.09 0.73
H 5.59 0.81 2.07
O 5.71 1.50 1.47
H -0.18 1.62 2.64
H -0.32 2.75 3.25
O 0.29 2.34 2.65
H -2.77 0.34 3.48
H -3.01 -0.14 2.13
O -3.46 0.20 2.87
H 3.66 -3.11 1.89
H 4.80 -4.23 2.10
O 4.26 -3.47 2.57
H 1.72 -3.40 -2.08
H 0.38 -4.04 -1.64
O 0.92 -3.97 -2.45
H 0.48 -5.55 0.21
H 0.46 -3.95 0.21
O -0.11 -4.76 0.00
H -1.89 3.65 4.64
O -2.16 2.82 4.43
H -0.24 3.68 -2.81
H -0.50 4.55 -4.15
O -0.91 3.96 -3.42
H -3.58 -3.88 -2.97
O -4.01 -3.76 -3.97
H 0.14 -1.62 -3.46
H 0.97 -1.31 -2.20
O 0.75 -0.92 -3.05
H -0.02 -1.00 1.83
H -0.14 -0.18 0.57
O 0.02 -1.18 0.81
H -6.21 0.58 -1.52
H -5.33 -0.81 -2.16
O -5.69 -0.29 -1.34
H -1.75 -4.44 -4.03
H -1.86 -3.54 -5.41
O -1.32 -3.72 -4.71
H 4.26 1.86 3.68
H 3.39 2.31 4.93
O 4.19 1.88 4.61
H -2.17 5.38 2.56
H -0.91 4.90 2.31
O -1.34 5.25 3.08
H 2.52 0.58 -5.98
H 1.53 -0.03 -5.09
O 1.82 0.83 -5.38
H -2.22 0.65 0.06
H -1.20 1.86 -0.11
O -1.39 1.07 0.46
H 5.03 -2.29 1.66
H 6.06 -1.78 2.55
O 5.79 -1.62 1.66
H 3.94 -2.43 -2.34
H 3.75 -1.11 -3.09
O 3.55 -1.64 -2.23
H -4.82 -0.78 3.23
O -5.68 -1.02 3.15
H 2.61 -3.15 -0.11
H 2.25 -1.91 0.89
O 2.38 -2.90 0.76
H -2.69 2.69 5.14
H 1.84 1.38 -1.31
H -4.39 -3.00 -3.68
H 0.60 -1.66 4.56
H 2.15 -3.74 2.64
H -5.75 -1.41 2.29
O -1.52 -2.51 2.95
H -0.83 -1.95 3.29
H -0.89 -2.98 2.31
O -0.84 1.95 -5.60
H 0.11 2.01 -5.76
H -1.11 2.85 -5.31
O -3.31 -1.88 0.58
H -4.31 -1.84 0.56
H -2.89 -2.36 1.35
O -3.58 -0.95 -2.90
H -2.85 -1.10 -3.57
H -3.25 -1.49 -2.14
O -0.28 3.09 -0.91
H -0.44 3.16 0.09
H 0.70 3.04 -0.72
O -1.40 -1.04 -1.48
H -1.61 -0.08 -1.69
H -1.81 -1.36 -0.61
O -2.75 1.93 -2.05
H -2.00 2.35 -2.55
H -3.23 1.29 -2.62
*
```